C26H39FeO6Si | the ωB97M-V functional and the def2-TZVPD basis

CARTESIAN COORDINATES (ANGSTROEM)
C -0.13605 -0.20198 -4.37412
C -0.62082 -1.18102 -3.26237
C -0.30855 1.22707 -3.81516
C -1.40991 1.07422 -2.75012
H -0.58882 1.91404 -4.62242
H 0.63495 1.55942 -3.35352
C -1.08608 -0.31424 -2.06890
H 0.18140 -1.88472 -3.01416
H -1.48277 -1.74438 -3.65470
C 0.01528 -0.21895 -0.96250
H -2.00628 -0.72597 -1.62256
H -2.35704 0.90751 -3.29581
C -1.60233 2.21652 -1.85509
C 1.31627 -0.34963 -4.78627
C -0.93252 -0.35181 -5.69394
O -1.70840 0.52134 -6.03390
O 2.16399 -0.96015 -4.14703
O 1.59305 0.26799 -5.94795
O -0.74592 -1.42432 -6.49235
C 0.05793 -2.60387 -6.21227
H 0.08700 -2.87599 -5.14350
H 1.07128 -2.44637 -6.61448
H -0.43778 -3.39222 -6.78610
C 2.98916 0.24119 -6.25885
H 3.56196 0.75348 -5.47273
H 3.08436 0.75964 -7.21293
H 3.34665 -0.79476 -6.33433
O -0.38131 0.22939 0.29514
H 0.84975 0.40035 -1.35906
H 0.45931 -1.23656 -0.87211
C -2.96416 2.52975 -1.41488
C -0.47465 3.06317 -1.46757
H 0.00005 3.57103 -2.32610
H 0.30899 2.48984 -0.94540
H -0.82047 3.83825 -0.77116
H -2.95090 2.87964 -0.37473
H -3.62400 1.65500 -1.49039
H -3.40952 3.33608 -2.02429
Fe -0.00251 -0.14611 2.22169
C -1.95919 -1.19829 3.29596
C -2.39980 -1.01719 1.95128
C -1.63915 -1.89438 1.13007
H -3.19636 -0.35829 1.62396
C -0.65503 -2.54330 1.92705
C -0.86356 -2.13806 3.28647
H -0.35422 -2.57094 4.14834
H -2.44193 -0.76216 4.17036
H -1.81240 -2.08991 0.07407
H 0.08087 -3.26829 1.58305
C 2.10414 1.41389 2.33449
C 2.18624 0.30899 3.25178
C 2.24211 -0.91710 2.47580
H 2.49356 0.39296 4.28793
C 2.30924 -0.54439 1.10349
C 2.21337 0.89803 1.02292
H 2.26966 1.48648 0.10911
H 2.01056 2.45657 2.62059
H 2.32877 -1.92681 2.87706
H 2.45626 -1.22240 0.26061
C 1.44138 -0.84388 6.45799
Si 0.08756 0.29189 5.74295
C -1.40890 -0.57084 6.52006
C 0.15642 2.04975 6.39619
O 0.17420 0.29202 4.12424
H 1.40404 -0.87822 7.55618
H 2.45338 -0.54807 6.16280
H 1.28208 -1.87097 6.09486
H -1.27297 -0.59021 7.61185
H -2.36191 -0.06952 6.31550
H -1.49735 -1.61452 6.19075
H 1.04488 2.58755 6.04100
H -0.71383 2.63390 6.06533
H 0.16735 2.04379 7.50284

For the energy above the lowest of the compared OMol25 structures with the same formula, charge and spin, the calculation gives 107.96 kJ/mol. Its spin multiplicity is 6. Its total energy is -82142.02406 eV. The HOMO energy (spin up / spin down) is 0.5527 / 0.5030 eV. Its expectation value of S² is 8.77. Its net charge is -2. For the molar mass, the calculation gives 531.52 g/mol. The value obtained for the gap between HOMO and LUMO (spin up / spin down) is 3.330 / 3.379 eV.